Molecular formula: C38H40AuN2O6P2S2
Method: DFT, ωB97M-V with the def2-TZVPD basis set

```
! RIJCOSX wB97M-V def2-TZVPD def2/J DEFGRID3
* xyz 1 3
Au 0.197 -0.002 -0.513
S 1.513 -1.376 -1.928
S 2.904 -1.363 1.169
P -1.656 -1.834 1.535
P -2.728 0.912 0.816
O -1.243 1.202 0.660
O 0.891 1.642 -1.718
O -1.045 -1.741 0.144
O 1.802 -0.416 1.366
O 2.688 -2.163 -0.103
O 3.190 -2.241 2.266
N 3.030 0.925 -2.330
N 3.919 -1.071 -2.941
C 2.608 3.228 -1.855
C -5.086 3.045 3.372
C 2.900 -0.384 -2.429
C -0.502 -0.288 3.543
C -3.439 -5.094 3.162
C 2.257 5.486 -1.103
C -4.988 1.240 -0.730
C 4.858 0.311 -4.809
C -2.974 -5.594 0.848
C -2.413 -4.335 0.684
C -4.565 1.997 2.630
C -3.026 -0.642 1.717
C 1.304 -2.303 4.210
C 2.113 1.832 -1.960
C -5.746 1.140 -1.887
C 1.818 4.178 -1.210
C 3.836 3.599 -2.398
C -2.367 -3.458 1.765
C 3.359 -3.060 -4.354
C -2.876 -3.839 3.008
C 3.946 -2.543 -3.045
C -4.508 4.305 3.292
C -3.875 0.150 -3.030
C 3.480 5.854 -1.650
C -3.487 -5.969 2.082
C 4.268 4.911 -2.298
C -0.550 -1.520 2.892
C 0.358 -2.528 3.224
C -3.411 4.523 2.468
C 4.350 -0.394 0.868
C 1.339 -1.081 4.867
C -3.113 0.242 -1.875
C -3.465 2.213 1.801
C -5.190 0.597 -3.036
C 0.440 -0.075 4.536
C 5.096 -0.336 -3.450
C -2.884 3.480 1.722
C -3.665 0.789 -0.716
H 5.769 0.818 -5.133
H -5.781 0.526 -3.941
H -3.930 -1.107 1.322
H 3.916 -2.691 -5.217
H 5.144 -1.066 0.539
H -6.769 1.496 -1.892
H 0.867 3.873 -0.792
H 3.821 6.879 -1.571
H -3.924 -6.952 2.207
H 2.080 -0.906 5.637
H -5.940 2.881 4.016
H 0.339 -3.475 2.697
H 4.990 -2.836 -2.966
H -5.023 1.015 2.697
H 4.595 -0.432 -5.563
H -2.002 -4.027 -0.270
H -3.008 -6.283 0.014
H 5.909 -1.055 -3.511
H 4.125 0.351 0.103
H -5.423 1.684 0.157
H 1.646 6.223 -0.597
H -3.171 -0.440 2.779
H -3.439 -0.274 -3.927
H 4.441 2.857 -2.902
H -3.831 -5.397 4.125
H -2.816 -3.161 3.853
H 4.620 0.088 1.807
H 5.219 5.201 -2.727
H 3.433 -2.967 -2.189
H -2.092 -0.114 -1.884
H 5.360 0.424 -2.718
H 3.403 -4.151 -4.364
H 2.314 -2.760 -4.460
H -2.962 5.507 2.411
H 0.482 0.882 5.042
H -2.020 3.632 1.087
H -1.175 0.515 3.268
H 2.024 -3.075 4.452
H -4.911 5.120 3.879
H 4.057 1.048 -4.749
*
```

Calculated values
- Kohn-Sham gap (spin up / spin down): 8.415 / 6.660 eV
- E_HOMO (spin up / spin down): -11.0 / -11.3 eV



Molecular formula: C9H16N3
Method: DFT, ωB97M-V with the def2-TZVPD basis set

```
! RIJCOSX wB97M-V def2-TZVPD def2/J DEFGRID3
* xyz 1 1
N 1.693 0.131 -1.090
N 0.985 -2.134 -0.973
N 3.128 -1.598 -0.346
C -0.471 1.432 0.976
C -1.494 2.009 0.213
C -2.010 -0.414 1.541
C -2.983 0.201 0.731
C 0.805 2.234 1.190
C -0.324 -1.785 -1.689
C -2.685 1.355 0.006
C -0.810 0.258 1.678
C 1.922 -1.166 -0.881
H -1.107 2.897 -0.387
H -0.999 -1.282 -1.028
H 1.537 1.976 0.411
H 0.733 0.261 -1.487
H 1.190 2.014 2.178
H 0.692 3.272 1.266
H -3.970 -0.318 0.700
H -3.358 1.715 -0.718
H 1.006 -2.994 -0.467
H -2.228 -1.343 2.009
H 3.489 -2.395 -0.897
H -0.731 -2.742 -1.938
H 3.770 -0.827 -0.127
H 0.107 -1.345 -2.583
H -0.128 -0.227 2.381
H 2.240 0.815 -0.668
*
```

Calculated values
- Kohn-Sham gap: 9.213 eV
- E_HOMO: -12.2 eV
- Energy above the lowest of the compared OMol25 structures with the same formula, charge and spin: 172.8 kJ/mol



Molecular formula: C19H43CoN2O3P2
Method: DFT, ωB97M-V with the def2-TZVPD basis set

```
! RIJCOSX wB97M-V def2-TZVPD def2/J DEFGRID3
* xyz 1 4
Co -0.024 -0.170 -0.546
P 0.580 1.948 -1.127
P -0.027 -2.068 0.547
O -2.486 -0.249 -2.027
O -0.532 1.693 2.850
O -2.050 0.298 1.909
N -2.149 2.954 4.184
N 1.624 -0.775 -1.589
C 1.041 3.940 0.781
C -1.547 -0.171 -1.336
C 2.593 3.960 -1.266
C 1.337 -2.466 1.749
C 1.613 -3.979 1.866
C -1.663 1.136 2.756
C -2.648 1.605 3.838
C 1.135 -1.764 3.093
C -0.940 2.844 -1.659
C -2.812 -2.496 0.499
C 0.558 -2.936 -0.987
C 1.756 -2.270 -1.656
C 1.605 -0.074 -2.892
C -1.501 -3.126 0.967
C -1.902 3.082 -0.495
C 1.364 1.426 -2.704
C -0.631 4.124 -2.439
C 1.759 3.115 -0.285
C -1.590 -3.461 2.454
H 2.428 2.407 0.235
H -2.962 -1.536 1.013
H 1.778 4.527 1.346
H -1.657 -2.536 3.041
H 1.623 -4.300 2.918
H 3.535 3.447 -1.504
H 1.819 -2.555 -2.719
H -2.565 0.969 4.724
H 2.565 -0.271 -3.407
H -0.132 4.879 -1.817
H -2.146 2.150 0.037
H 2.220 -2.008 1.274
H -1.433 2.140 -2.352
H 0.529 3.284 1.499
H -2.453 3.625 3.467
H -3.676 1.630 3.488
H -0.295 -2.950 -1.686
H -2.494 3.290 5.079
H 2.401 -0.412 -1.025
H -1.333 -4.047 0.382
H -1.501 3.816 0.218
H 2.107 -1.675 3.597
H 2.070 4.162 -2.210
H -2.843 3.487 -0.897
H 0.330 4.659 0.352
H 0.812 -0.527 -3.515
H -2.512 -4.030 2.626
H 0.793 -3.983 -0.755
H 0.737 1.786 -3.536
H 2.853 4.929 -0.819
H 2.719 -2.535 -1.182
H -0.752 -4.067 2.811
H -2.842 -2.335 -0.584
H 2.607 -4.207 1.452
H 0.724 -0.752 2.979
H 0.481 -2.337 3.761
H 2.320 1.953 -2.809
H 0.624 1.006 0.259
H -3.640 -3.169 0.762
H -1.581 4.554 -2.785
H -0.030 3.923 -3.336
H -1.106 2.883 4.126
H 0.888 -4.611 1.331
*
```

Calculated values
- Kohn-Sham gap (spin up / spin down): 4.307 / 8.037 eV
- E_HOMO (spin up / spin down): -6.7 / -10.8 eV
- Energy above the lowest of the compared OMol25 structures with the same formula, charge and spin: 43.4 kJ/mol



Molecular formula: C64H160O32
Method: DFT, ωB97M-V with the def2-TZVPD basis set

```
! RIJCOSX wB97M-V def2-TZVPD def2/J DEFGRID3
* xyz 0 1
O 1.149 -4.952 -5.306
O -2.624 -3.565 3.642
O -0.551 3.148 -5.739
O -6.516 8.669 -0.446
O -0.262 6.225 1.063
O -0.878 0.398 -0.349
O -4.460 1.549 2.563
O 0.062 1.730 4.675
O -5.265 -4.085 -3.714
O -2.277 5.776 3.464
O 6.740 -1.189 -3.844
O 0.193 -2.233 -3.604
O 0.293 2.914 -1.661
O -5.184 -3.300 -0.965
O -0.940 -5.431 -0.608
O 1.339 -1.149 0.485
O 1.768 1.715 -8.426
O -3.731 7.611 -1.536
O 1.834 4.099 6.954
O 3.458 3.298 -3.010
O -5.531 2.552 -4.629
O -1.898 -7.572 1.311
O -8.414 4.125 -3.134
O 6.423 -8.214 -0.010
O 3.446 -6.214 4.589
O 6.315 -0.980 -0.672
O 5.096 4.655 3.967
O 4.780 7.059 6.016
O -6.317 3.217 0.734
O -0.112 -4.776 3.734
O 5.142 -5.699 -0.482
O 6.019 -4.882 3.878
C 6.150 6.519 6.245
C -5.485 3.680 1.829
C 4.524 -5.849 5.464
C 0.256 2.165 -6.483
C 7.264 -0.302 -1.499
C 0.144 3.948 -2.738
C -0.329 -2.074 -4.903
C -2.290 -7.405 -0.032
C -4.080 -3.398 3.746
C 0.973 2.042 5.689
C 1.248 0.453 -8.918
C -6.888 2.617 -4.162
C -6.377 -3.610 -2.974
C 2.038 -4.918 -6.458
C 6.513 -2.304 -0.155
C 0.128 -5.463 0.413
C -5.154 1.173 -4.865
C 2.639 2.285 -2.422
C -0.766 -0.856 -0.942
C -2.884 6.522 -1.931
C -7.178 4.034 -3.744
C -8.842 5.486 -2.748
C -1.935 0.422 0.651
C 0.768 3.530 6.214
C 1.571 5.197 7.770
C -5.866 8.063 0.608
C -1.161 4.948 3.041
C -5.790 8.818 -1.689
C 7.429 -9.081 0.336
C -6.258 -3.960 -1.542
C -4.204 -3.157 -3.882
C 1.640 2.805 -1.304
C 0.467 -3.595 -3.315
C -5.107 2.787 3.006
C 0.184 0.455 4.043
C 0.659 2.545 -7.908
C 4.310 6.968 4.690
C -4.891 7.639 -2.165
C 7.326 -4.562 3.317
C 4.058 -4.721 -0.753
C -1.664 -8.981 1.596
C 4.678 -6.661 0.472
C 1.102 6.468 1.323
C 4.007 5.537 4.064
C -1.935 2.833 -5.562
C -5.444 -2.004 -0.456
C 3.080 -5.138 3.694
C -0.390 -3.740 4.703
C 5.919 -5.873 4.824
C 7.728 -1.095 -2.815
C -2.187 -5.893 -0.178
C -5.657 2.543 -0.291
C 2.389 -0.985 -0.419
C 4.711 3.530 3.164
C 0.095 -1.759 -0.063
C -0.574 -6.121 4.089
C -4.306 0.716 3.751
C -1.893 -3.499 4.910
C -2.038 7.149 3.735
C 4.475 2.654 -3.856
C 5.701 -7.579 1.075
C -0.787 4.963 1.478
C 1.600 -4.162 -4.196
C 5.485 -1.776 -3.555
H 0.976 4.888 8.629
H 0.938 5.915 7.248
H -0.618 -1.041 -5.097
H -5.707 0.733 -5.695
H 3.541 5.672 3.088
H -1.661 4.701 0.882
H 6.096 -6.846 4.367
H 0.256 4.948 -2.317
H -3.597 -3.518 -4.712
H 1.989 1.843 -3.176
H 1.002 1.284 6.471
H 2.179 -3.302 -4.533
H -5.943 2.444 3.616
H -0.207 3.486 6.699
H -6.318 2.349 -1.136
H -1.845 6.687 -1.647
H -0.232 2.695 -8.517
H 5.191 -8.421 1.543
H -6.557 -2.563 -3.220
H -4.892 -1.230 -0.989
H 1.204 2.116 -5.946
H 6.685 -5.711 5.583
H 0.688 4.237 5.388
H 5.404 2.701 -3.287
H -4.315 3.158 3.656
H -1.187 -9.198 2.552
H -5.349 0.568 -3.980
H -2.294 -4.171 5.669
H -2.373 2.379 -6.451
H 2.538 5.596 8.075
H -5.036 8.608 1.057
H 4.440 3.879 2.168
H 0.418 -2.339 -5.650
H -0.198 5.015 3.548
H 2.807 -4.294 4.327
H -0.433 -4.204 -3.402
H -6.492 -1.720 -0.558
H 4.926 -1.205 -2.814
H 2.796 -1.972 -0.636
H 0.786 3.844 -3.613
H 2.918 -5.559 -6.412
H -2.134 2.207 -4.692
H -5.196 0.366 4.272
H 2.059 -0.426 -1.295
H -0.260 -0.713 -1.897
H 8.190 0.016 -1.021
H 4.057 -7.374 -0.071
H -4.361 -2.512 4.315
H 0.946 -4.872 0.002
H 3.373 5.064 4.813
H 1.732 2.134 -0.450
H 4.034 -6.238 1.243
H 3.144 -5.267 -0.984
H 6.792 6.941 7.018
H -2.213 1.468 0.777
H -5.604 7.080 0.216
H -1.649 -6.124 3.910
H -8.699 6.044 -3.672
H -3.533 -3.209 -3.025
H -5.148 -1.869 0.584
H -4.712 2.970 -0.626
H -6.601 8.865 -2.416
H -9.895 5.515 -2.469
H 3.853 -4.145 0.149
H -5.334 1.561 0.052
H -4.752 7.771 -3.238
H -2.952 -5.441 -0.810
H -0.114 4.163 1.173
H 1.102 3.540 -7.954
H 1.933 3.766 -0.882
H -1.527 0.011 1.575
H -2.762 7.430 4.499
H -8.236 6.009 -2.008
H 0.184 -3.879 5.619
H -1.033 7.373 4.094
H -7.643 2.318 -4.889
H -6.031 -5.026 -1.566
H -3.294 -7.813 -0.147
H 5.795 -2.575 0.619
H 3.900 -4.878 3.024
H -2.498 -5.326 0.700
H 4.754 3.383 -4.617
H -1.591 3.990 3.335
H 6.503 -7.088 1.627
H 2.433 -3.965 -6.811
H 2.127 -0.134 -9.185
H -4.100 1.145 -5.144
H -5.259 9.766 -1.604
H 4.979 7.607 4.114
H 8.130 -2.088 -2.613
H 3.372 7.510 4.574
H -2.628 -9.490 1.624
H -0.447 -6.476 5.112
H 7.899 -5.463 3.099
H 5.608 -2.806 -3.219
H 2.351 -5.492 2.965
H 7.176 -4.064 2.359
H 1.332 6.455 2.389
H 4.246 -4.213 -1.700
H -5.345 6.661 -2.007
H 7.904 -3.917 3.980
H 0.572 -0.042 -8.222
H -3.724 1.209 4.530
H 0.485 -6.487 0.517
H 6.957 -9.954 0.785
H 5.533 2.838 2.985
H 0.529 0.321 3.018
H 4.318 -4.851 5.851
H -1.003 -9.378 0.825
H -4.516 3.866 1.365
H -2.116 -2.540 5.378
H -3.732 -0.188 3.545
H 0.246 -2.773 -0.433
H -2.407 7.730 2.890
H -4.448 -2.136 -4.176
H -6.451 4.399 -3.019
H 3.297 1.641 -1.838
H -4.471 -4.282 4.250
H -4.591 -3.255 2.794
H -6.951 1.958 -3.296
H 6.771 0.600 -1.864
H 0.808 -0.323 4.482
H 7.453 -2.425 0.385
H -2.401 3.795 -5.352
H -6.483 7.853 1.482
H 8.069 -9.412 -0.482
H 4.839 -1.615 -4.418
H -0.239 1.194 -6.478
H 6.476 -3.003 -0.990
H 1.563 -5.338 -7.345
H -0.912 3.910 -3.006
H -0.491 -1.982 0.829
H 4.464 -6.482 6.350
H 1.283 7.424 0.830
H 3.810 3.016 3.499
H 0.752 -3.694 -2.268
H -7.203 -3.748 -1.041
H 1.657 5.637 0.889
H -3.190 5.586 -1.463
H -2.853 6.354 -3.007
H 8.571 -0.500 -3.165
H -1.612 -7.855 -0.757
H 3.148 -0.447 0.149
H -1.612 -1.502 -1.175
H 0.728 0.634 -9.859
H 6.788 6.638 5.369
H 0.037 -2.908 4.143
H -0.184 -5.020 1.359
H 8.080 -8.655 1.100
H -0.838 0.079 4.087
H 2.049 2.015 5.515
H -0.219 -6.880 3.392
H -1.188 -2.726 -5.059
H -7.246 -4.071 -3.444
H -7.219 4.573 -4.691
H 2.436 -4.656 -3.699
H -5.834 4.619 2.259
H 6.110 5.430 6.256
H 4.241 1.709 -4.347
H -2.809 -0.070 0.225
*
```

Calculated values
- Kohn-Sham gap: 9.558 eV
- E_HOMO: -9.0 eV
- Energy above the lowest of the compared OMol25 structures with the same formula, charge and spin: 671.9 kJ/mol



| no. | calculated total energy (eV) | maximum force (eV Å⁻¹) |
| --- | --- | --- |
| 1 | -99256.7737 | 0.55 |
| 2 | -14056.3133 | 4.89 |
| 3 | -85719.6035 | 5.19 |
| 4 | -134454.3357 | 4.75 |